ORCA calculation (ωB97M-V/def2-TZVPD) on the molecule C4H9NS in a non-equilibrium geometry.

Computed properties:
* molecular weight: 103.2 g/mol
* ΔE to the lowest compared entry with this formula, charge and spin: 51.37 kcal per mole
* gap between HOMO and LUMO: 8.5 eV

Positions of all 15 atoms, in Å:
C (-0.372, -1.474, 0.159)
N (-0.480, 0.007, 0.203)
C (-0.292, 0.277, 1.694)
C (0.609, 0.608, -0.670)
C (-0.009, 1.066, -1.993)
S (0.890, 1.200, -3.321)
H (-1.346, -2.043, 0.411)
H (0.339, -1.936, 0.856)
H (-0.101, -1.646, -0.872)
H (0.754, 0.189, 2.059)
H (-0.823, -0.428, 2.270)
H (-0.723, 1.310, 1.932)
H (1.074, 1.445, -0.160)
H (1.441, -0.159, -0.770)
H (-0.959, 1.583, -1.800)

Cartesian forces (eV/Å) of the 3 atoms listed first:
C -1.68 -0.43 -0.59
N 1.21 -0.76 2.39
C 0.10 2.80 -1.40